# C36H68MnN7O6P3S2

A structure of composition C36H68MnN7O6P3S2 at a distorted geometry (the ωB97M-V functional and the def2-TZVPD basis, the OMol25 dataset).

Positions of all 123 atoms, in Å:
Mn 0.01 -0.35 -0.88
C -5.26 0.16 -0.90
S -4.41 -0.03 -2.47
C -2.74 -0.19 -2.02
S -2.23 -0.09 -0.36
N -1.96 -0.36 -3.05
N -0.65 -0.49 -2.72
C 0.21 -0.81 -3.61
C 1.59 -0.99 -3.14
C 2.64 -1.33 -3.97
C 3.90 -1.50 -3.42
C 4.07 -1.32 -2.05
C 2.96 -0.99 -1.28
N 1.76 -0.83 -1.82
H -6.31 -0.03 -1.12
H -5.15 1.17 -0.50
H -4.91 -0.57 -0.17
H -0.08 -0.96 -4.64
H 2.47 -1.46 -5.03
H 4.74 -1.76 -4.04
H 5.04 -1.44 -1.59
H 3.03 -0.83 -0.21
C 3.61 -3.31 1.60
C 2.88 -2.29 2.45
C 3.34 -2.27 3.89
O 1.46 -2.66 2.41
P 0.32 -1.63 2.11
O 0.68 -0.65 1.04
C -1.07 -2.68 1.66
P -0.92 -3.34 -0.01
O -0.25 -2.38 -0.93
O -2.34 -3.67 -0.57
C -3.26 -4.65 0.03
C -3.66 -5.61 -1.06
C -4.42 -3.88 0.61
O -0.12 -4.67 0.21
C 0.27 -5.51 -0.95
C 0.12 -6.94 -0.50
C 1.68 -5.14 -1.34
O -0.04 -0.83 3.40
C -0.68 -1.24 4.67
C -0.12 -2.55 5.19
C -2.18 -1.25 4.50
H 4.67 -3.08 1.58
H 3.23 -3.31 0.58
H 3.48 -4.31 2.02
H 2.97 -1.30 2.01
H 3.17 -3.23 4.36
H 2.83 -1.49 4.45
H 4.41 -2.06 3.92
H -1.96 -2.05 1.66
H -1.19 -3.49 2.38
H -2.71 -5.18 0.82
H -4.15 -5.07 -1.87
H -4.36 -6.35 -0.67
H -2.80 -6.14 -1.47
H -4.92 -3.31 -0.17
H -4.10 -3.19 1.39
H -5.14 -4.57 1.05
H -0.43 -5.29 -1.76
H 0.77 -7.15 0.34
H 0.39 -7.61 -1.32
H -0.91 -7.16 -0.21
H 2.37 -5.35 -0.52
H 1.75 -4.08 -1.61
H 1.98 -5.74 -2.20
H -0.39 -0.43 5.33
H -0.34 -3.38 4.53
H -0.60 -2.76 6.15
H 0.95 -2.50 5.35
H -2.53 -2.14 3.98
H -2.52 -0.36 3.97
H -2.65 -1.25 5.49
N 0.25 1.32 -0.89
P 0.15 2.91 -0.58
N 1.68 3.37 -0.26
C 2.07 4.47 0.63
C 2.86 5.54 -0.11
C 4.06 4.93 -0.83
C 3.61 3.80 -1.76
C 2.81 2.76 -0.99
N -0.71 3.25 0.76
C -2.15 3.61 0.71
C -2.53 4.31 2.01
C -2.35 3.38 3.22
C -1.40 2.22 2.89
C -0.23 2.69 2.05
N -0.57 3.65 -1.83
C -0.64 5.12 -1.87
C 0.14 5.68 -3.05
C -0.33 5.04 -4.36
C -0.25 3.52 -4.27
C -1.03 3.00 -3.07
H 2.68 4.05 1.44
H 1.17 4.89 1.08
H 3.19 6.29 0.61
H 2.20 6.04 -0.83
H 4.76 4.54 -0.09
H 4.59 5.70 -1.40
H 4.47 3.32 -2.22
H 2.99 4.20 -2.56
H 3.45 2.26 -0.25
H 2.43 1.99 -1.66
H -2.76 2.72 0.56
H -2.32 4.27 -0.14
H -3.56 4.65 1.93
H -1.91 5.20 2.11
H -3.31 2.99 3.55
H -1.94 3.95 4.06
H -1.93 1.43 2.34
H -1.02 1.76 3.80
H 0.44 1.86 1.84
H 0.33 3.46 2.59
H -0.26 5.52 -0.92
H -1.69 5.42 -1.95
H 1.21 5.47 -2.90
H 0.02 6.76 -3.08
H 0.26 5.41 -5.19
H -1.36 5.33 -4.55
H 0.80 3.21 -4.18
H -0.65 3.06 -5.18
H -0.92 1.93 -2.96
H -2.09 3.22 -3.20

Computed properties:
* ΔE to the lowest compared entry with this formula, charge and spin: 0.00 kcal/mol
* total charge: +2
* Kohn-Sham gap (alpha / beta): 7.03 / 6.89 eV
* LUMO (alpha / beta): -5.88 / -6.01 eV
* multiplicity: 2



# C36H68O32

A cluster of 11 separate species, C36H68O32 in total at a distorted geometry (the ωB97M-V functional and the def2-TZVPD basis, the OMol25 dataset).

Positions of all 136 atoms, in Å:
C -1.82 3.00 2.17
C -2.82 2.22 1.43
C -4.23 2.82 0.99
C -4.99 3.53 2.20
C -6.50 3.29 1.63
C -6.31 1.69 1.38
O -7.00 0.74 1.75
O -5.06 1.69 0.64
H -1.81 2.90 3.31
H -1.09 3.68 1.60
H -2.63 1.12 1.19
H -4.11 3.44 0.03
H -4.77 4.61 2.45
H -4.96 2.76 3.05
H -7.33 3.48 2.37
H -6.73 3.89 0.68
C -4.33 -2.79 -4.19
O -5.18 -2.70 -3.06
C -4.64 -2.07 -2.00
O -3.53 -1.59 -1.94
O -5.55 -2.06 -1.02
C -5.12 -1.42 0.18
H -4.87 -3.32 -4.98
H -4.07 -1.80 -4.56
H -3.42 -3.36 -3.95
H -4.89 -0.37 0.00
H -4.25 -1.93 0.60
H -5.93 -1.47 0.91
C -0.94 -6.42 2.57
O -0.64 -5.96 1.26
C -1.67 -5.34 0.65
O -2.76 -5.16 1.11
O -1.26 -4.96 -0.57
C -2.25 -4.29 -1.34
H -0.04 -6.90 2.97
H -1.20 -5.58 3.23
H -1.74 -7.16 2.55
H -2.57 -3.37 -0.85
H -3.11 -4.94 -1.52
H -1.81 -4.03 -2.31
C 2.11 -1.22 -7.06
O 0.73 -1.32 -6.74
C 0.45 -1.13 -5.44
O 1.26 -0.89 -4.57
O -0.87 -1.26 -5.27
C -1.31 -1.08 -3.92
H 2.22 -1.39 -8.13
H 2.49 -0.22 -6.83
H 2.69 -1.97 -6.53
H -1.07 -0.07 -3.57
H -0.86 -1.83 -3.27
H -2.39 -1.20 -3.90
C -4.46 3.16 7.73
O -4.44 4.56 8.00
C -4.28 5.32 6.91
O -4.17 4.92 5.77
O -4.28 6.61 7.29
C -4.12 7.54 6.23
H -4.59 2.64 8.68
H -5.30 2.90 7.08
H -3.52 2.83 7.29
H -4.95 7.46 5.52
H -3.16 7.39 5.72
H -4.13 8.54 6.66
C 2.45 -1.06 -2.11
O 3.37 -0.32 -1.31
C 2.80 0.58 -0.49
O 1.62 0.79 -0.39
O 3.77 1.20 0.20
C 3.30 2.18 1.11
H 3.02 -1.75 -2.73
H 1.77 -1.64 -1.48
H 1.89 -0.39 -2.77
H 2.66 1.73 1.87
H 2.78 2.98 0.58
H 4.17 2.62 1.61
C 6.39 -3.06 -9.76
O 7.32 -2.32 -8.96
C 6.74 -1.43 -8.15
O 5.56 -1.21 -8.04
O 7.72 -0.81 -7.46
C 7.25 0.19 -6.55
H 6.97 -3.76 -10.38
H 5.72 -3.64 -9.13
H 5.83 -2.40 -10.42
H 6.61 -0.26 -5.79
H 6.73 0.98 -7.08
H 8.13 0.62 -6.06
C -6.08 -0.53 4.90
O -4.67 -0.65 5.11
C -4.19 -1.88 4.89
O -4.83 -2.85 4.56
O -2.86 -1.85 5.12
C -2.21 -3.11 4.93
H -6.36 0.50 5.10
H -6.34 -0.77 3.86
H -6.63 -1.18 5.59
H -2.32 -3.44 3.89
H -2.60 -3.86 5.62
H -1.15 -2.96 5.14
C 3.17 9.18 -1.46
O 3.84 7.93 -1.28
C 3.11 6.86 -1.61
O 1.98 6.87 -2.02
O 3.86 5.77 -1.40
C 3.20 4.54 -1.70
H 3.85 9.97 -1.17
H 2.90 9.32 -2.51
H 2.28 9.23 -0.82
H 2.93 4.50 -2.76
H 2.32 4.40 -1.07
H 3.90 3.72 -1.49
C -4.23 -2.37 7.86
O -3.70 -2.76 9.13
C -4.15 -2.03 10.16
O -4.93 -1.11 10.10
O -3.57 -2.50 11.28
C -3.96 -1.81 12.47
H -3.81 -3.02 7.10
H -5.32 -2.49 7.85
H -3.96 -1.34 7.63
H -5.03 -1.91 12.64
H -3.67 -0.76 12.42
H -3.44 -2.28 13.31
C 12.69 -3.74 -5.32
O 12.74 -2.60 -6.18
C 11.83 -2.61 -7.16
O 11.01 -3.47 -7.36
O 11.98 -1.49 -7.89
C 11.07 -1.37 -8.97
H 13.47 -3.63 -4.57
H 11.73 -3.80 -4.82
H 12.89 -4.66 -5.89
H 10.04 -1.33 -8.61
H 11.20 -2.19 -9.68
H 11.29 -0.43 -9.49

Computed properties:
* total charge: 0
* Kohn-Sham gap: 6.81 eV
* SMILES string: C=C[C@@H]1CCC(=O)O1.COC(=O)OC.COC(=O)OC.COC(=O)OC.COC(=O)OC.COC(=O)OC.COC(=O)OC.COC(=O)OC.COC(=O)OC.COC(=O)OC.COC(=O)OC
* LUMO: -0.68 eV